# 1
Density functional theory data (the ωB97M-V functional and the def2-TZVPD basis) for C10H10N2 in the gas phase at a distorted geometry.

Structure (ORCA input):
```
! wB97M-V def2-TZVPD RIJCOSX def2/J DEFGRID3
* xyz 0 3
C 1.926 1.695 -0.341
C -2.186 1.408 0.677
C 0.347 1.148 1.026
C 0.068 -0.826 -1.113
C -3.005 0.657 -0.128
C -0.814 0.924 0.405
C -0.967 -0.134 -0.596
C 1.701 0.481 0.302
C 1.413 -0.790 -0.384
C 1.568 -1.999 0.558
N 2.030 2.644 -0.982
N -2.304 -0.255 -0.930
H -2.507 2.194 1.337
H 0.447 1.824 1.866
H -0.184 -1.558 -1.779
H -4.027 0.906 -0.358
H 2.342 0.184 1.158
H 2.117 -0.812 -1.141
H 0.602 -2.135 1.116
H 2.523 -1.754 1.089
H 1.637 -2.922 -0.089
H -2.728 -0.881 -1.693
*
```

LUMO energy (alpha / beta) in hartree: 0.0272 / -0.0549
⟨S²⟩: 2.0168
Relative energy (zero: lowest compared OMol25 entry of this formula, charge and spin) in kJ/mol: 107.2

Löwdin atomic charge list, values in e, 6 entries: atom 1 (C): -0.258, atom 2 (C): 0.009, atom 3 (C): 0.028, atom 4 (C): 0.034, atom 5 (C): -0.134, atom 6 (C): -0.203

=====

# 2
Density functional theory data (the ωB97M-V functional and the def2-TZVPD basis) for a 2-piece molecular cluster, C10H16BN2O8S2 overall.

Structure (ORCA input):
```
! wB97M-V def2-TZVPD RIJCOSX def2/J DEFGRID3
* xyz -1 1
C 3.808 -1.019 -0.735
C 4.079 0.451 -0.385
C 2.842 1.330 -0.460
O 2.140 1.114 -1.681
C 0.735 1.068 -1.572
C 0.287 -0.377 -1.572
C -0.072 -1.045 -0.389
C -0.091 -0.314 0.916
O 0.693 -0.540 1.791
O -1.043 0.638 0.960
B -2.368 0.137 1.124
N -3.495 0.908 0.816
O -2.459 -1.181 1.587
C -0.419 -2.401 -0.420
C -0.412 -3.057 -1.606
N -0.093 -2.404 -2.742
C 0.254 -1.084 -2.747
S 0.669 -0.400 -4.316
H 4.148 -1.274 -1.736
H 4.376 -1.660 -0.060
H 2.763 -1.296 -0.614
H 4.439 0.497 0.642
H 4.841 0.852 -1.051
H 2.225 1.172 0.425
H 3.155 2.377 -0.433
H 0.373 1.579 -0.683
H 0.302 1.579 -2.430
H -3.254 1.844 0.517
H -4.035 0.979 1.686
H -2.547 -1.150 2.551
H -0.678 -2.915 0.491
H -0.656 -4.105 -1.672
H -0.094 -2.889 -3.626
H -0.561 0.027 -4.644
O -2.813 1.786 4.991
S -3.986 2.518 4.433
O -4.733 3.198 5.503
O -4.847 1.541 3.697
O -3.472 3.514 3.446
*
```

LUMO energy in hartree: -0.0219

Löwdin atomic charge list, values in e, 6 entries: atom 1 (C): -0.086, atom 2 (C): -0.207, atom 3 (C): -0.205, atom 4 (O): -0.128, atom 5 (C): -0.159, atom 6 (C): -0.118

=====

# 3
Density functional theory data (the ωB97M-V functional and the def2-TZVPD basis) for C10H11AuClF5SV as an isolated structure at a distorted geometry.

Structure (ORCA input):
```
! wB97M-V def2-TZVPD RIJCOSX def2/J DEFGRID3
* xyz -1 5
Au 1.171 -0.195 -4.591
Cl 0.570 -1.792 -2.197
C 2.660 1.063 -3.979
C -0.343 -1.394 -5.267
H 3.198 1.389 -4.881
H 2.179 1.904 -3.461
H 3.306 0.491 -3.302
H -0.473 -1.170 -6.333
H -1.234 -1.140 -4.675
H -0.043 -2.437 -5.093
V -0.419 0.165 -0.321
C -1.676 -0.916 0.717
C -1.560 1.439 -0.734
H -2.635 -0.916 0.176
H -1.273 -1.941 0.748
H -1.781 -0.517 1.732
H -2.643 1.249 -0.909
H -1.207 2.479 -0.903
F -0.785 -0.587 6.096
C -0.301 -0.209 4.897
C -0.611 1.062 4.386
F -1.394 1.896 5.102
C -0.129 1.429 3.140
F -0.441 2.669 2.660
C 0.631 0.557 2.349
S 1.231 1.046 0.730
C 0.974 -0.685 2.915
F 1.726 -1.561 2.192
C 0.507 -1.077 4.158
F 0.794 -2.303 4.650
*
```

LUMO energy (alpha / beta) in hartree: 0.0954 / 0.0281
⟨S²⟩: 6.0195

Löwdin atomic charge list, values in e, 6 entries: atom 1 (Au): 0.709, atom 2 (Cl): -0.212, atom 3 (C): -0.411, atom 4 (C): -0.354, atom 5 (H): -0.072, atom 6 (H): -0.064

=====

# 4
Density functional theory data (the ωB97M-V functional and the def2-TZVPD basis) for C20H22N10O3Os as an isolated structure.

Structure (ORCA input):
```
! wB97M-V def2-TZVPD RIJCOSX def2/J DEFGRID3
* xyz 2 1
Os 0.290 -1.235 -0.767
N 2.716 -1.097 1.380
C 3.155 -0.987 0.086
C 4.530 -0.848 -0.142
C 4.990 -0.730 -1.429
C 4.087 -0.744 -2.500
C 2.762 -0.870 -2.218
N 2.298 -1.003 -0.943
C 1.495 -1.391 1.966
C 1.492 -1.586 3.352
C 0.324 -1.913 3.992
C -0.844 -2.055 3.241
C -0.780 -1.848 1.894
N 0.368 -1.499 1.251
H 3.469 -1.067 2.051
H 5.213 -0.842 0.696
H 6.051 -0.627 -1.612
H 4.417 -0.654 -3.524
H 2.007 -0.867 -2.996
H 2.420 -1.491 3.900
H 0.317 -2.071 5.062
H -1.785 -2.327 3.694
H -1.650 -1.964 1.266
C -3.834 -1.027 -1.366
O -2.385 -1.251 -1.304
C -1.658 -0.381 -0.622
O -2.051 0.560 -0.003
H -4.269 -2.004 -1.543
H -4.033 -0.360 -2.201
H -4.178 -0.593 -0.432
C -1.844 3.995 1.260
C -1.345 4.725 0.017
C -2.255 4.492 -1.183
C 0.111 4.388 -0.298
N 0.299 2.972 -0.670
C 0.390 1.884 0.083
N 0.531 0.859 -0.732
N 0.503 1.346 -1.995
N 0.366 2.606 -1.961
H -2.822 4.376 1.549
H -1.176 4.140 2.113
H -1.964 2.925 1.074
H -1.320 5.797 0.237
H -2.296 3.432 -1.449
H -1.924 5.051 -2.058
H -3.271 4.805 -0.947
H 0.762 4.580 0.555
H 0.483 4.949 -1.153
H 0.338 1.862 1.158
O -0.125 -3.003 -1.181
N -0.344 -3.968 -0.220
C -1.108 -4.897 -0.658
C -1.694 -4.893 -1.972
N -2.153 -4.865 -3.022
C -1.411 -5.968 0.250
N -1.668 -6.818 0.975
*
```

LUMO energy in hartree: -0.3050
Relative energy (zero: lowest compared OMol25 entry of this formula, charge and spin) in kJ/mol: 141.6

Löwdin atomic charge list, values in e, 6 entries: atom 1 (Os): 1.573, atom 2 (N): 0.158, atom 3 (C): -0.256, atom 4 (C): 0.035, atom 5 (C): 0.013, atom 6 (C): -0.006

=====

What did the fourth record say?
Density functional theory data (the ωB97M-V functional and the def2-TZVPD basis) for C20H22N10O3Os as an isolated structure.

Structure (ORCA input):
```
! wB97M-V def2-TZVPD RIJCOSX def2/J DEFGRID3
* xyz 2 1
Os 0.290 -1.235 -0.767
N 2.716 -1.097 1.380
C 3.155 -0.987 0.086
C 4.530 -0.848 -0.142
C 4.990 -0.730 -1.429
C 4.087 -0.744 -2.500
C 2.762 -0.870 -2.218
N 2.298 -1.003 -0.943
C 1.495 -1.391 1.966
C 1.492 -1.586 3.352
C 0.324 -1.913 3.992
C -0.844 -2.055 3.241
C -0.780 -1.848 1.894
N 0.368 -1.499 1.251
H 3.469 -1.067 2.051
H 5.213 -0.842 0.696
H 6.051 -0.627 -1.612
H 4.417 -0.654 -3.524
H 2.007 -0.867 -2.996
H 2.420 -1.491 3.900
H 0.317 -2.071 5.062
H -1.785 -2.327 3.694
H -1.650 -1.964 1.266
C -3.834 -1.027 -1.366
O -2.385 -1.251 -1.304
C -1.658 -0.381 -0.622
O -2.051 0.560 -0.003
H -4.269 -2.004 -1.543
H -4.033 -0.360 -2.201
H -4.178 -0.593 -0.432
C -1.844 3.995 1.260
C -1.345 4.725 0.017
C -2.255 4.492 -1.183
C 0.111 4.388 -0.298
N 0.299 2.972 -0.670
C 0.390 1.884 0.083
N 0.531 0.859 -0.732
N 0.503 1.346 -1.995
N 0.366 2.606 -1.961
H -2.822 4.376 1.549
H -1.176 4.140 2.113
H -1.964 2.925 1.074
H -1.320 5.797 0.237
H -2.296 3.432 -1.449
H -1.924 5.051 -2.058
H -3.271 4.805 -0.947
H 0.762 4.580 0.555
H 0.483 4.949 -1.153
H 0.338 1.862 1.158
O -0.125 -3.003 -1.181
N -0.344 -3.968 -0.220
C -1.108 -4.897 -0.658
C -1.694 -4.893 -1.972
N -2.153 -4.865 -3.022
C -1.411 -5.968 0.250
N -1.668 -6.818 0.975
*
```

LUMO energy in hartree: -0.3050
Relative energy (zero: lowest compared OMol25 entry of this formula, charge and spin) in kJ/mol: 141.6

Löwdin atomic charge list, values in e, 6 entries: atom 1 (Os): 1.573, atom 2 (N): 0.158, atom 3 (C): -0.256, atom 4 (C): 0.035, atom 5 (C): 0.013, atom 6 (C): -0.006